Below is a molecular structure, C35H59GdN4O6S3Si2, with properties calculated with wB97M-V/def2-TZVPD.

The geometry in XYZ format:
```
110
Properties=species:S:1:pos:R:3:forces:R:3:mulliken_charge:R:1
Gd 0.19057 0.12052 -1.19107 -0.09 0.15 -0.73 -0.80
C -2.30890 1.87182 4.69432 0.82 -0.24 0.47 -0.99
C -1.15900 0.87176 4.32426 -0.40 1.78 0.71 -0.70
S -1.16053 0.20117 2.69130 0.26 0.45 -1.17 0.30
C -2.66311 -0.76191 2.53675 -0.28 -1.41 -0.02 -0.21
C -4.04365 -0.19388 2.86860 -0.87 -0.09 -0.81 -0.89
S -4.35758 1.41554 2.01096 -1.96 -1.75 -1.10 -0.07
C -5.41337 2.33312 3.19811 0.18 -2.25 -0.20 -0.57
C -4.52452 3.31147 3.87503 1.30 1.85 0.67 -0.67
S -2.78775 3.02545 3.40643 1.00 1.93 1.45 -0.06
H -1.97409 2.52569 5.50632 0.19 -0.49 0.15 0.58
H -3.12928 1.29910 5.09128 -0.67 -0.06 -0.14 0.47
H -1.14651 0.09683 5.08905 0.22 -0.04 0.06 0.45
H -0.25048 1.50509 4.37387 -0.08 -0.78 -0.12 0.04
H -2.43880 -1.67448 3.15524 -0.76 0.53 -0.68 0.44
H -2.72358 -1.05955 1.46823 0.58 0.06 0.68 -0.42
H -4.20481 -0.18854 3.94278 -0.15 0.46 0.05 0.50
H -4.85214 -0.81807 2.39932 1.05 -0.01 0.75 0.44
H -5.78089 1.56661 3.93399 -0.15 0.85 -0.89 0.20
H -6.19450 2.82374 2.62740 -0.31 -0.28 0.15 0.41
H -4.65587 3.34192 4.96524 0.21 -0.13 -0.24 0.33
H -4.71692 4.34596 3.54556 0.02 -0.37 0.01 0.35
O 1.85660 2.85025 3.81485 -0.12 1.43 -0.81 -0.57
H 2.41571 2.84045 4.59239 0.11 0.27 0.11 0.24
H 1.85699 3.78966 3.43591 -0.01 -1.79 0.80 0.33
C -0.74468 -8.01167 0.96922 0.08 -0.75 0.48 -1.52
C -0.52901 -6.61356 0.49455 -1.47 0.45 0.37 0.61
C -1.64809 -5.75980 0.58609 0.98 -0.36 -0.98 -1.06
C -1.61105 -4.46150 0.10763 -0.10 0.61 0.53 0.72
C -2.98041 -3.75228 0.02323 0.59 -0.28 0.46 -0.99
C -0.34687 -3.88443 -0.27240 -0.30 -1.75 -0.97 0.08
C 0.74096 -4.81424 -0.48522 -0.31 0.95 -0.25 0.89
C 2.03590 -4.56368 -1.23792 -0.13 0.50 -0.98 -1.14
C 0.63132 -6.12379 -0.05785 -0.63 0.09 0.45 -1.00
C -0.25611 -2.47252 -0.75290 0.29 -0.69 -0.43 1.34
O 0.63901 -2.14510 -1.58001 0.13 -0.68 0.11 -0.58
O -1.07371 -1.59022 -0.33275 -0.29 0.05 0.49 -0.15
H -1.64452 -8.46674 0.52252 0.30 0.28 0.04 0.34
H -0.93124 -7.99609 2.06323 0.25 -0.15 -0.52 0.30
H 0.09771 -8.68227 0.74730 -0.17 0.26 0.18 0.36
H -2.60125 -6.18549 0.86422 -0.10 -0.01 0.20 0.41
H -3.55926 -4.07259 -0.84944 0.52 0.22 -0.33 0.37
H -2.76803 -2.68217 0.01297 -0.80 -0.24 0.03 -0.30
H -3.65536 -4.08959 0.83851 0.69 0.52 -0.04 0.42
H 2.52139 -3.67292 -0.88558 0.24 0.61 0.00 0.05
H 1.87571 -4.41541 -2.36144 0.08 -0.22 1.58 0.21
H 2.74951 -5.38450 -1.07735 -0.41 0.10 -0.14 0.39
H 1.49376 -6.74083 -0.15894 0.36 -0.59 -0.13 0.33
C -2.44902 2.68656 -3.83282 0.47 0.14 -0.33 -0.60
Si -2.17231 0.78266 -4.01272 0.36 1.67 0.14 0.80
C -2.88552 0.30374 -5.70511 0.43 -1.12 -0.44 -1.18
C -3.21496 -0.05627 -2.72510 -1.56 -1.12 -0.91 -0.98
C -0.42903 0.28353 -3.63310 0.28 -1.25 -0.07 0.52
Si 1.19089 0.90383 -4.28438 0.67 -0.61 -0.85 0.21
C 2.44499 -0.59304 -4.30410 -0.27 0.05 -0.65 -0.84
C 1.10865 1.60805 -6.06642 -1.35 0.22 0.20 -1.20
C 2.03329 2.21817 -3.19797 0.31 0.19 0.39 -0.49
H -3.43931 2.82894 -3.38412 -0.06 0.12 -0.31 0.33
H -2.35427 3.29729 -4.77827 -0.24 -0.74 0.88 0.38
H -1.74372 3.11456 -3.09663 -0.16 -0.36 -0.45 -0.28
H -3.97261 0.48502 -5.67681 0.31 -0.08 -0.05 0.34
H -2.71533 -0.79593 -5.93324 -0.30 1.13 0.33 0.27
H -2.46738 0.85116 -6.56981 -0.11 -0.07 0.50 0.31
H -4.07596 -0.53322 -3.28088 0.62 0.40 0.57 0.34
H -3.67115 0.55644 -1.97144 -0.12 0.63 0.38 0.43
H -2.74600 -0.87843 -2.20702 0.41 -0.32 0.13 -0.04
H -0.48710 -0.83875 -3.79429 0.38 0.82 0.09 0.12
H 2.16564 -1.41638 -5.02152 0.14 0.93 0.50 0.30
H 2.48776 -1.08249 -3.32999 0.04 0.06 0.15 0.15
H 3.47827 -0.25355 -4.54737 -0.67 -0.18 0.12 0.32
H 0.40681 0.99309 -6.68664 0.64 0.35 0.45 0.28
H 2.07583 1.62783 -6.54608 0.36 -0.04 -0.15 0.37
H 0.69589 2.64905 -6.09486 0.32 -0.74 0.15 0.31
H 2.11138 1.93275 -2.10458 -0.10 0.52 -1.04 -0.04
H 1.57847 3.23622 -3.30773 0.26 -0.88 0.31 0.28
H 3.09009 2.27913 -3.55202 -0.65 0.01 0.24 0.40
C 6.50757 -2.06425 1.39757 -0.18 0.29 0.14 -1.21
C 5.86791 -1.23996 2.57764 1.03 -0.19 0.44 0.71
C 4.97045 -2.14647 3.45626 -0.50 0.90 -0.24 -1.53
C 5.24739 0.14856 2.18627 1.20 -0.85 -0.86 -1.20
N 4.29207 -0.06725 1.08795 -2.09 -0.12 -1.58 0.92
C 2.94501 -0.31054 1.07335 1.17 1.39 -1.13 -1.14
N 2.47671 -0.17710 -0.16404 2.20 -0.74 0.71 0.62
N 3.56540 0.02035 -0.96200 1.63 0.01 2.05 -0.18
N 4.66843 0.08517 -0.22250 -2.17 0.21 -0.25 -0.80
H 7.48343 -2.54841 1.71179 -0.73 1.26 -0.53 0.32
H 6.53425 -1.37018 0.49636 0.48 -1.45 0.88 0.34
H 5.92354 -2.98156 1.22084 -0.32 0.62 -0.46 0.29
H 6.73550 -1.05591 3.23361 -0.38 0.60 -0.11 0.39
H 4.13718 -2.63032 2.91486 0.45 0.14 0.08 0.31
H 4.53296 -1.61885 4.32695 0.26 -0.09 -0.43 0.33
H 5.65107 -2.88358 3.84819 -0.08 -0.63 0.16 0.46
H 5.97557 0.91897 1.76530 -0.71 -1.29 0.64 0.34
H 4.77545 0.58629 3.06358 -0.38 0.03 -0.25 0.38
H 2.33108 -0.42270 1.92106 -0.46 -0.14 0.91 0.77
O 1.30771 4.43521 1.64229 -0.15 -0.46 -0.22 -0.75
C 0.41187 5.03497 0.81793 0.41 -0.58 -0.14 0.44
C 0.19754 6.41158 0.92158 0.46 0.12 0.36 -0.70
C -0.74357 7.00192 0.12574 -1.31 -0.14 -1.31 -0.37
C -1.58172 6.21617 -0.70836 0.41 -0.38 0.22 -0.78
C -1.36369 4.84834 -0.80818 -0.08 -0.57 -0.48 -0.41
C -0.25080 4.26165 -0.14956 -0.88 -0.55 0.95 0.21
C 0.04914 2.77278 -0.26670 -0.18 0.40 -1.58 1.20
O -0.55387 2.18886 -1.27196 0.35 1.50 2.08 0.33
O 0.92894 2.16517 0.44473 -1.55 0.77 -0.90 -1.17
H 1.25568 3.44370 1.43483 0.30 0.78 0.09 0.48
H 0.78614 6.99775 1.62683 -0.08 -0.23 -0.16 0.43
H -0.91608 8.07545 0.05920 0.26 -0.16 0.50 0.39
H -2.39209 6.65450 -1.28742 0.21 0.07 0.24 0.42
H -2.06969 4.20136 -1.40279 1.10 0.80 0.64 0.13
```
Positions in Å, forces in eV/Å.

Properties
electronic energy: -4578.785054 hartree
LUMO energy (alpha / beta): 0.1 / -0.4 eV
2S+1: 8
highest occupied orbital energy (alpha / beta): -6.570 / -6.570 eV
charge: 0
<S²>: 16.09
frontier orbital gap (alpha / beta): 6.71 / 6.22 eV